(1)
Computed, not measured: a molecular structure, C6H17N4OPS in a non-equilibrium geometry, with ωB97M-V/def2-TZVPD.

```
30
C6H17N4OPS (ωB97M-V/def2-TZVPD)
S -2.431 1.634 -0.548
P -0.077 0.371 0.120
O -3.040 0.406 -0.023
N 1.578 0.679 -0.245
N -0.801 -0.279 -1.293
N -0.044 -0.606 1.484
N -1.187 2.134 0.260
C 2.066 1.983 -0.148
C -1.533 0.729 -2.016
C 1.150 -1.304 1.949
C -1.454 -1.600 -1.218
C -1.139 -0.436 2.500
C 2.035 -0.103 -1.423
H 1.291 -1.173 3.069
H 0.976 -2.473 1.752
H -2.054 -0.044 1.968
H 1.936 2.229 0.959
H -1.408 -1.953 -2.233
H -0.850 -2.237 -0.563
H 1.228 0.075 -2.187
H 2.148 -1.161 1.426
H -0.770 0.142 3.380
H -0.974 1.508 -2.404
H -2.408 0.369 -2.608
H -2.450 -1.586 -0.873
H -1.594 -1.315 2.970
H 3.208 2.118 -0.276
H 2.120 -1.133 -1.121
H 1.478 2.691 -0.851
H 2.998 0.336 -1.807
```

Mulliken population analysis, charges in e, atoms 1 to 8: number 1, S, carries 0.35; number 2, P, carries -0.12; number 3, O, carries -0.60; number 4, N, carries 0.21; number 5, N, carries 0.14; number 6, N, carries 0.43; number 7, N, carries -0.44; number 8, C, carries -0.97



(2)
Computed, not measured: a single C5H6N2 molecule in a non-equilibrium geometry, with ωB97M-V/def2-TZVPD.

Results
SMILES ... C=C/C(N)=C/C#N

```
13
C5H6N2 (ωB97M-V/def2-TZVPD)
N 0.728 -0.127 1.690
N -2.559 -0.939 2.128
C -1.141 -0.446 0.072
C 0.801 0.557 -2.019
C -2.023 -0.666 1.147
C 0.179 -0.241 0.335
C 1.086 0.073 -0.787
H 2.180 -0.016 -0.603
H -1.521 -0.266 -0.963
H 0.932 0.856 1.836
H -0.074 -0.436 2.256
H -0.083 1.143 -2.235
H 1.495 0.508 -2.854
```

Mulliken population analysis, charges in e, atoms 1 to 8: number 1, N, carries -0.57; number 2, N, carries -0.45; number 3, C, carries -0.50; number 4, C, carries -0.71; number 5, C, carries 0.20; number 6, C, carries 0.52; number 7, C, carries -0.24; number 8, H, carries 0.31



(3)
Computed, not measured: 11 unconnected molecules or ions with the total composition C69H154N6O11 in a non-equilibrium geometry, with ωB97M-V/def2-TZVPD.

Results
SMILES ... CC1(C)CCCC(C)(C)N1O.CC1(C)CCCC(C)(C)N1O.CC1(C)CCCC(C)(C)N1O.CC1(C)CCCC(C)(C)N1O.CC1(C)CCCC(C)(C)N1O.CC1(C)CCCC(C)(C)N1O.CC(C)O.CC(C)O.CC(C)O.CC(C)O.CC(C)O

```
240
C69H154N6O11 (ωB97M-V/def2-TZVPD)
O 7.618 0.079 -4.101
O -6.809 3.130 2.285
O 3.227 0.844 -7.618
O 0.423 5.105 9.834
O 3.582 7.747 -0.329
O 5.538 2.405 8.161
O -6.216 -3.274 -3.914
O 1.588 -7.235 -1.084
O 1.673 -2.621 3.084
O 1.910 -7.628 4.735
O 6.565 -4.832 4.702
N 2.356 7.199 -0.700
N -8.023 3.685 2.784
N 3.255 -0.551 -7.841
N -6.027 -2.461 -5.024
N -0.250 5.897 8.868
N 1.964 -7.920 -2.260
C -2.263 6.077 7.485
C 3.130 -3.478 -8.214
C -7.637 -0.910 -4.169
C -9.817 5.508 2.665
C 0.884 -7.942 5.650
C -0.470 -8.004 4.830
C -6.265 -1.037 -4.699
C -0.273 6.710 -1.880
C 0.580 -10.035 -1.817
C 0.805 -1.289 -7.761
C -0.381 -7.879 -2.886
C -8.977 2.652 3.286
C -0.156 7.332 9.191
C -8.478 4.892 2.038
C 2.273 -1.295 -7.095
C 1.328 -9.258 6.170
C -6.051 -0.179 -5.934
C -6.621 -0.616 -7.302
C 2.136 -0.793 -5.675
C 3.709 -8.912 -3.601
C -8.280 1.932 4.440
C -6.458 -3.043 -6.292
C -5.689 -4.304 -6.673
C 1.293 7.639 8.868
C 3.824 -1.004 -9.094
C 2.496 7.510 -3.236
C -0.277 7.350 -0.504
C -10.749 4.377 2.875
C 2.738 -2.757 -6.894
C 7.947 -5.157 4.365
C 3.443 5.406 -2.000
C -0.532 7.769 10.642
C 7.948 -6.742 4.055
C -1.086 3.902 7.642
C -2.475 4.775 9.652
C -2.501 7.548 7.956
C 3.610 -9.428 -1.175
C 2.657 -9.872 -4.380
C 1.145 7.986 -0.238
C -7.989 -3.522 -6.235
C 2.851 -0.833 -10.195
C 1.241 -9.237 -4.192
C -8.605 4.654 0.491
C 1.228 9.426 -0.844
C 0.962 5.847 -2.093
C 8.477 -4.291 3.223
C 1.179 -1.292 2.934
C 2.181 -0.624 2.027
C 7.816 -0.036 -1.677
C 6.810 1.124 6.603
C -1.485 5.162 8.448
C 7.910 -0.811 -3.013
C 5.158 2.900 5.724
C -7.453 6.019 2.235
C -6.264 -2.046 -7.527
C 5.486 1.762 6.788
C -5.208 -0.573 -3.620
C 3.368 -8.384 -2.134
C -0.210 -1.407 2.444
C 4.397 -7.180 -1.845
C -1.067 8.138 8.222
C 1.121 8.333 1.285
C 2.355 6.536 -1.977
C -9.496 1.696 2.165
C 9.209 -1.505 -3.405
C 0.814 -8.806 -2.717
C -10.215 3.388 3.879
C 4.165 -2.566 -8.985
C 5.237 -0.434 -9.458
H 8.526 -3.258 3.566
H -3.442 4.481 9.244
H 3.682 8.495 -0.923
H 3.055 -9.368 -0.238
H 7.864 -7.450 4.879
H 2.713 -10.850 -3.902
H -3.117 7.477 8.852
H -2.689 5.573 10.362
H 2.131 -3.498 -6.374
H 6.827 0.392 -1.514
H 5.499 3.868 6.091
H -11.023 2.677 4.056
H 0.102 8.581 10.998
H 1.521 8.703 8.943
H 7.044 -1.471 -2.975
H -8.161 2.483 5.373
H -8.266 -4.193 -5.421
H 1.501 0.087 -5.775
H -0.385 6.889 11.269
H 2.147 -9.228 6.889
H -8.332 -3.896 -7.199
H -1.133 -8.712 5.328
H 4.666 -9.575 -0.951
H 4.503 -7.023 -0.771
H -6.692 -2.552 -8.393
H 2.854 -9.969 -5.447
H 9.475 -2.305 -2.713
H -1.849 6.079 6.476
H 1.584 -6.819 4.335
H 3.231 8.235 -2.886
H 1.542 7.909 -3.580
H -1.150 6.073 -2.003
H -4.650 -4.091 -6.925
H 3.047 -0.405 -5.219
H 3.998 -6.331 -2.400
H -10.319 1.022 2.406
H -9.577 6.170 3.497
H -6.187 0.063 -8.036
H -2.188 3.867 10.182
H 6.386 2.851 8.110
H 4.147 1.078 -7.471
H 5.345 -7.241 -2.380
H 1.192 4.849 9.320
H 0.420 -9.759 -4.684
H 7.588 1.882 6.685
H -11.118 3.864 1.988
H -0.923 -7.772 -1.947
H 4.071 2.898 5.637
H -0.375 -8.292 3.783
H -0.499 8.212 7.295
H -3.252 5.725 7.192
H 4.368 -2.966 -9.979
H 0.503 -0.310 -8.135
H 5.102 -2.700 -8.445
H -8.934 5.591 0.041
H -0.971 3.094 8.364
H 5.557 2.571 4.764
H -0.175 -1.990 1.524
H 8.964 -6.995 3.752
H -4.316 -1.195 -3.545
H -11.698 4.799 3.205
H 2.122 -0.064 -9.940
H -6.502 5.786 1.756
H -8.563 -2.609 -6.073
H 7.699 -4.257 2.460
H -7.663 4.287 0.083
H -0.695 -0.446 2.273
H 5.102 0.553 -9.900
H 2.060 -6.416 -1.254
H 4.600 1.133 6.707
H 0.881 5.417 -3.092
H 4.413 5.881 -2.145
H 3.553 -0.433 -10.926
H -1.074 -8.369 -3.570
H -10.024 3.806 4.867
H 3.447 -10.445 -1.532
H -4.825 0.425 -3.832
H 1.580 7.300 7.873
H 8.483 0.820 -1.569
H -5.321 -3.349 -3.576
H -0.165 -6.902 -3.319
H 4.680 -9.406 -3.549
H 0.554 -9.655 6.827
H 1.655 -9.960 5.403
H 3.471 4.860 -1.058
H -1.049 -7.095 4.995
H 1.326 -8.395 -4.879
H -5.604 -5.080 -5.914
H -6.312 0.844 -5.661
H -0.145 3.935 7.094
H 0.035 -1.859 -7.240
H -7.146 5.964 3.280
H 2.066 7.109 9.425
H -7.279 1.539 4.263
H 3.651 -2.719 -6.298
H -9.858 2.252 1.301
H -5.705 -0.443 -2.659
H -1.893 3.771 6.921
H 7.277 -7.057 3.256
H 5.875 -1.045 -10.097
H 2.531 -2.504 3.497
H -8.418 -0.703 -4.901
H -1.016 8.152 -0.514
H 6.978 0.368 7.370
H 3.025 6.918 -3.983
H 9.424 -4.580 2.768
H -6.150 3.343 2.950
H 2.359 -3.967 -8.809
H 0.294 9.951 -0.642
H -8.579 1.147 1.954
H -6.019 -4.889 -7.531
H -7.708 -0.606 -7.226
H 3.199 -0.594 2.416
H 3.696 -4.348 -7.882
H 1.965 8.991 1.493
H 3.368 4.794 -2.899
H -10.248 6.228 1.970
H 6.184 -5.713 4.709
H 1.334 -10.814 -1.933
H -9.370 3.902 0.298
H -0.886 -1.967 3.089
H 1.287 7.359 1.747
H 8.122 -0.656 -0.835
H 1.170 9.550 -1.925
H 6.662 0.666 5.625
H -0.497 6.707 0.348
H 0.867 -7.167 6.416
H 0.847 5.025 -1.387
H -4.990 0.012 -6.093
H 2.300 -1.703 -10.553
H 8.674 -4.892 5.132
H -5.194 -1.890 -7.664
H -7.741 -0.095 -3.453
H 9.972 -0.727 -3.428
H 6.713 -0.168 -4.305
H 0.519 -9.958 -0.731
H -8.028 -1.745 -3.588
H 5.835 -0.161 -8.588
H 3.840 -8.069 -4.279
H 9.052 -2.071 -4.323
H -1.572 8.096 10.628
H 0.167 8.739 1.620
H 1.933 -1.540 -4.908
H 1.321 -0.831 3.911
H -0.314 -10.527 -2.199
H -7.907 6.943 1.877
H -3.054 8.211 7.291
H 1.964 0.397 1.715
H -0.352 7.485 -2.643
H 1.953 10.113 -0.408
H -1.169 9.161 8.584
H 0.927 -1.723 -8.753
H 2.325 -1.139 1.078
H -8.898 1.047 4.592
```

Mulliken population analysis, charges in e, atoms 1 to 8: number 1, O, carries -0.53; number 2, O, carries -0.48; number 3, O, carries -0.48; number 4, O, carries -0.51; number 5, O, carries -0.45; number 6, O, carries -0.55; number 7, O, carries -0.48; number 8, O, carries -0.43



(4)
Computed, not measured: a single C19H24N4O3 molecule, with ωB97M-V/def2-TZVPD.

Results
SMILES ... [H]/N=c1/[nH]cc(C(=O)N2C[C@H](C)[C@H](NC(=O)CCc3cccc(C)c3)C2)o1

```
50
C19H24N4O3 (ωB97M-V/def2-TZVPD)
O -0.135 3.295 2.136
O 3.029 -1.930 -1.089
O 2.581 -3.472 2.135
N 0.472 2.225 0.248
N 2.039 -0.984 0.702
N 3.234 -5.383 1.273
N 2.815 -5.320 3.592
C 2.870 -4.776 2.455
C 1.147 1.162 0.957
C -0.956 -0.275 0.888
C -3.947 1.251 -0.841
C -3.240 2.437 -0.723
C -0.168 3.217 0.921
C -2.079 2.637 -1.466
C 2.615 -2.024 0.061
C -1.654 1.627 -2.321
C -1.856 -0.647 -3.379
C 2.774 -3.310 0.764
C -3.501 0.249 -1.692
C -2.346 0.424 -2.444
C -1.294 3.922 -1.341
C 3.179 -4.470 0.242
C 1.226 -0.997 1.928
C 0.251 0.160 1.709
C 1.934 0.283 -0.010
C -0.864 4.280 0.086
H -1.596 0.572 0.641
H -0.416 3.863 -1.990
H -2.192 -0.454 -4.400
H -0.654 -0.750 -0.049
H -1.722 4.592 0.681
H 3.504 -6.348 1.227
H 3.434 -4.695 -0.778
H -2.232 -1.627 -3.087
H -0.189 5.139 0.061
H -1.554 -0.997 1.446
H -0.754 1.777 -2.913
H -1.891 4.751 -1.727
H 1.397 0.143 -0.955
H -4.053 -0.681 -1.767
H -3.591 3.209 -0.049
H 2.521 -4.661 4.303
H -0.766 -0.691 -3.396
H 1.854 -0.836 2.807
H 2.920 0.679 -0.253
H 0.244 2.073 -0.720
H 0.711 -1.947 2.046
H 1.821 1.622 1.682
H -0.074 0.586 2.657
H -4.848 1.102 -0.260
```

Mulliken population analysis, charges in e, atoms 1 to 8: number 1, O, carries -0.68; number 2, O, carries -0.70; number 3, O, carries -0.34; number 4, N, carries 0.13; number 5, N, carries 0.07; number 6, N, carries -0.08; number 7, N, carries -0.79; number 8, C, carries 0.38



(5)
Computed, not measured: a single C38H43N3O4S molecule, with ωB97M-V/def2-TZVPD.

Results
SMILES ... CCOc1ccc(-c2ccc(Cn3c(CC(C)(C)C(=O)O)c(SC(C)(C)C)c4cc(OCc5ccc(C)cn5)ccc43)cc2)cn1

```
89
C38H43N3O4S (ωB97M-V/def2-TZVPD)
S 1.768 3.331 -0.980
O 4.820 -1.250 -2.231
O -9.133 -2.238 -1.392
O -0.285 5.151 0.758
O -1.099 4.786 -1.280
N 0.735 0.170 1.145
N -7.601 -2.316 0.330
N 6.106 -4.299 -0.856
C 2.758 4.119 1.495
C 3.113 4.159 0.018
C -7.905 -1.989 -0.916
C 1.556 1.786 -0.169
C 6.776 -2.085 -0.297
C 6.109 -2.998 -1.107
C -1.387 3.045 0.329
C 2.291 0.594 -0.438
C -5.711 -1.147 -1.316
C -10.641 -1.828 0.490
C 0.599 1.487 0.774
C -3.864 -0.782 1.844
C -0.083 -0.534 2.100
C -1.640 -1.271 0.275
C 3.138 5.596 -0.488
C 7.457 -2.557 0.808
C 4.435 3.455 -0.252
C 8.204 -4.477 2.256
C 3.810 -1.016 -1.333
C 7.468 -3.923 1.077
C -0.819 4.413 -0.032
C 1.750 -0.398 0.413
C -1.640 2.187 -0.906
C -4.036 -1.249 0.543
C -10.070 -2.833 -0.502
C -0.462 2.356 1.359
C -5.378 -1.486 0.002
C -2.597 -0.554 2.348
C 3.319 0.279 -1.317
C -6.378 -2.071 0.769
C -1.473 -0.795 1.570
C 2.251 -1.691 0.395
C -2.727 3.351 1.021
C 6.769 -4.741 0.197
C -2.905 -1.492 -0.234
C 5.350 -2.549 -2.332
C -6.978 -1.395 -1.785
C 3.281 -1.989 -0.475
H 3.297 5.620 -1.564
H 3.670 -2.994 -0.486
H 6.747 -1.032 -0.534
H -4.729 -0.573 2.455
H -6.190 -2.380 1.789
H 4.396 2.422 0.085
H -2.564 3.939 1.922
H 7.988 -5.535 2.385
H 4.574 -3.289 -2.569
H 0.410 -1.487 2.314
H 2.192 6.084 -0.262
H -4.977 -0.674 -1.952
H 3.939 6.149 -0.002
H -1.087 1.755 2.016
H -7.281 -1.146 -2.789
H 4.661 3.465 -1.316
H -3.225 2.420 1.287
H -11.078 -0.985 -0.039
H 6.041 -2.499 -3.181
H 1.807 4.619 1.662
H 1.854 -2.467 1.033
H -3.379 3.911 0.354
H 3.725 1.014 -1.993
H -2.002 1.206 -0.604
H 9.278 -4.358 2.117
H -3.018 -1.871 -1.238
H -9.851 -1.468 1.144
H 3.527 4.632 2.070
H -0.133 0.029 3.038
H -2.387 2.658 -1.540
H 6.732 -5.813 0.349
H -10.856 -3.224 -1.153
H -0.731 2.066 -1.487
H -9.587 -3.656 0.034
H -2.483 -0.183 3.357
H 2.690 3.091 1.849
H 7.981 -1.873 1.461
H -0.723 5.662 -1.457
H -0.003 3.146 1.960
H 5.240 3.963 0.278
H 7.925 -3.946 3.164
H -11.408 -2.307 1.092
H -0.772 -1.462 -0.339
```

Mulliken population analysis, charges in e, atoms 1 to 8: number 1, S, carries -0.30; number 2, O, carries -0.47; number 3, O, carries -0.40; number 4, O, carries -0.62; number 5, O, carries -0.48; number 6, N, carries 0.30; number 7, N, carries -0.45; number 8, N, carries -0.58



(6)
Computed, not measured: a single C23H33N3O5 molecule, with ωB97M-V/def2-TZVPD.

Results
SMILES ... C[C@@H](NC(=O)[C@@H]1Cc2ccccc2CN1C(=O)OC(C)(C)C)C(=O)NC[C@@H]1CCCO1

```
64
C23H33N3O5 (ωB97M-V/def2-TZVPD)
O 1.571 -0.453 0.766
O -0.143 2.250 -3.189
O 1.468 1.553 -1.735
O 0.883 -3.042 3.836
O -0.128 -4.371 -0.598
N 1.274 -3.301 0.820
N 0.081 -1.035 -0.821
N -0.651 1.581 -1.087
C 0.441 -4.129 3.049
C -1.048 -2.298 2.638
C -2.082 2.286 1.230
C -2.453 2.800 -0.011
C -2.037 2.005 -1.213
C 0.570 -3.418 -0.315
C 0.156 -1.872 3.496
C 1.329 -4.352 1.807
C 0.288 -2.592 -2.676
C -3.165 3.985 -0.087
C 0.777 -2.226 -1.284
C -0.146 1.147 0.203
C -3.515 4.653 1.075
C 2.406 0.770 -3.848
C 3.796 1.313 -1.824
C -3.145 4.144 2.308
C -1.019 -3.827 2.696
C 0.214 1.847 -2.106
C -2.423 2.965 2.388
C -1.296 1.011 1.211
C 0.607 -0.182 0.073
C 2.686 3.164 -3.115
C 2.576 1.711 -2.655
H -0.887 0.778 2.194
H -0.699 -0.727 -1.382
H -1.947 0.185 0.906
H 0.809 -1.176 2.957
H 1.727 -2.416 1.026
H 4.687 1.316 -2.445
H -4.072 5.575 1.017
H 3.653 0.321 -1.405
H 1.008 -5.273 1.314
H -0.922 -1.956 1.612
H -0.740 -2.945 -2.622
H 2.352 -0.262 -3.507
H -1.672 -4.193 3.487
H 0.539 -5.025 3.673
H 1.497 1.016 -4.391
H 0.895 -3.397 -3.080
H -3.414 4.670 3.212
H -2.114 2.587 -2.133
H -3.444 4.383 -1.051
H 0.345 -1.735 -3.344
H -0.153 -1.402 4.436
H 0.578 1.878 0.589
H -2.128 2.569 3.348
H 3.585 3.290 -3.712
H 3.931 2.009 -1.001
H 1.851 -1.998 -1.292
H 3.254 0.874 -4.519
H -1.981 -1.893 3.025
H 1.821 3.436 -3.712
H 2.741 3.824 -2.252
H -2.686 1.121 -1.310
H 2.364 -4.457 2.143
H -1.307 -4.288 1.754
```

Mulliken population analysis, charges in e, atoms 1 to 8: number 1, O, carries -0.81; number 2, O, carries -0.67; number 3, O, carries -0.18; number 4, O, carries -0.55; number 5, O, carries -0.70; number 6, N, carries 0.06; number 7, N, carries 0.27; number 8, N, carries 0.07



Respective LUMO values: 0.62; -0.32; -0.01; 0.63; 0.62; 0.64 eV.
Respective ΔE to the lowest compared entry with this formula, charge and spin values: 2.018; 1.860; 9.929; 1.484; 0.105; 0.000 eV.